Below is B3H6N3 as an isolated structure at a distorted geometry, with properties calculated with wB97M-V/def2-TZVPD.

Element x y z (Å)
B: 0.54 -1.22 0.38
B: -1.19 0.14 -0.66
B: 0.52 1.09 0.39
N: -0.76 -1.16 -0.24
N: 0.93 -0.08 1.05
N: -0.35 1.21 -0.61
H: 1.36 -2.05 0.10
H: -2.22 0.22 -1.29
H: 1.18 2.02 0.50
H: -1.22 -2.11 -0.40
H: 1.94 -0.17 1.33
H: -0.74 2.10 -0.56

Calculated values
* energy relative to the best compared isomer or geometry (same formula, charge and spin): 11.17 kcal per mole
* HOMO-LUMO gap: 10.80 eV
* strongest force on any atom: 5.0 eV/Å
* HOMO energy: -10.2 eV



Below is B4F16Tl as an isolated structure at a distorted geometry, with properties calculated with wB97M-V/def2-TZVPD.

Element x y z (Å)
Tl: -0.14 -0.01 1.05
B: -1.03 -2.51 -0.98
F: -1.39 -3.79 -1.26
F: -1.74 -2.09 0.13
F: 0.30 -2.43 -0.75
F: -1.36 -1.66 -1.97
B: -3.73 1.46 -0.32
F: -4.82 1.30 0.48
F: -3.92 1.25 -1.63
F: -3.44 2.70 0.03
F: -2.58 0.76 0.07
B: 1.49 0.88 -1.43
F: 2.14 1.35 -2.54
F: 1.83 -0.42 -1.17
F: 1.80 1.64 -0.32
F: 0.14 1.00 -1.54
B: 3.32 0.11 2.44
F: 2.93 -0.50 1.24
F: 2.11 0.28 3.02
F: 4.21 -0.65 3.25
F: 3.88 1.31 2.23

Calculated values
* 2S+1: 2
* HOMO-LUMO gap (spin up / spin down): 10.25 / 4.48 eV
* total charge: -2
* strongest force on any atom: 5.8 eV/Å
* HOMO energy (spin up / spin down): -6.0 / -6.0 eV



Below is BCdH10O7P as an isolated structure at a distorted geometry, with properties calculated with wB97M-V/def2-TZVPD.

Element x y z (Å)
Cd: -14.41 20.09 18.15
P: -12.76 21.21 16.41
O: -11.87 20.81 15.21
O: -12.61 22.76 16.39
O: -12.45 20.53 17.81
O: -14.24 20.78 16.26
B: -14.37 19.36 20.23
H: -13.34 19.11 19.82
H: -14.49 18.91 21.29
H: -14.40 20.49 20.33
H: -15.15 18.95 19.52
O: -14.31 18.11 17.50
H: -13.65 17.90 16.82
H: -14.86 17.32 17.58
O: -16.55 20.20 17.77
H: -17.07 20.97 17.51
H: -17.19 19.51 17.98
O: -14.79 22.22 18.76
H: -15.20 22.89 18.21
H: -14.83 22.56 19.66

Calculated values
* energy relative to the best compared isomer or geometry (same formula, charge and spin): 28.25 kcal per mole
* HOMO-LUMO gap: 3.14 eV
* total charge: -2
* strongest force on any atom: 5.5 eV/Å
* HOMO energy: 1.6 eV



Below is BCsF4 as an isolated structure at a distorted geometry, with properties calculated with wB97M-V/def2-TZVPD.

Element x y z (Å)
Cs: 0.00 1.20 2.58
B: 0.01 -0.22 -0.53
F: -0.53 -0.70 0.64
F: -0.21 1.12 -0.57
F: 1.38 -0.51 -0.52
F: -0.66 -0.88 -1.60

Calculated values
* energy relative to the best compared isomer or geometry (same formula, charge and spin): 3.16 kcal per mole
* HOMO-LUMO gap: 10.25 eV
* strongest force on any atom: 3.0 eV/Å
* HOMO energy: -11.2 eV